(1)
The following is a DFT calculation (ωB97M-V with the def2-TZVPD basis set) of a structure of composition C31H44BrN3OP2V in a non-equilibrium geometry.

Geometry (Å):
1 C -0.6438 4.5972 -1.5678
2 C -1.1362 3.3831 -2.1448
3 C -1.3774 3.3957 -3.5412
4 C -0.7979 4.4057 -4.3135
5 N -0.1569 5.4309 -3.7563
6 C -0.1041 5.5625 -2.4306
7 C -1.2481 2.1817 -1.3977
8 C -1.8493 1.2006 -0.6784
9 C -2.3370 0.4598 0.4330
10 C -1.4598 -0.4417 1.1446
11 C -2.0269 -1.2359 2.1434
12 C -3.4255 -1.1737 2.3547
13 C -4.1493 -0.0267 1.9590
14 C -3.6293 0.7458 0.9361
15 V -0.0158 0.9502 -0.6575
16 P 2.3867 -0.8496 0.7447
17 H -1.9287 2.6166 -4.0554
18 H -0.5965 4.7951 -0.4964
19 H -0.8415 4.3599 -5.4076
20 H 0.3921 6.4514 -2.0051
21 H -4.1960 1.6109 0.5549
22 H -0.3289 -0.4809 0.9828
23 H -5.1328 0.1650 2.3620
24 H -1.4152 -1.8940 2.7525
25 C 2.3369 -2.3792 1.8142
26 C 3.1024 -3.6056 1.3356
27 H 1.2695 -2.6199 1.9366
28 H 2.7095 -2.0644 2.8020
29 H 2.9977 -4.4047 2.0783
30 H 2.7180 -3.9924 0.3849
31 H 4.1767 -3.4185 1.2276
32 C 3.1185 -1.4976 -0.8374
33 C 3.4519 -0.4183 -1.8536
34 H 2.3668 -2.1803 -1.2495
35 H 4.0009 -2.0987 -0.5980
36 H 3.9099 -0.8955 -2.7311
37 H 2.5545 0.1319 -2.1932
38 H 4.1729 0.3090 -1.4555
39 C 3.8645 -0.0723 1.5679
40 C 5.1530 -0.8911 1.5334
41 H 3.5546 0.0912 2.6131
42 H 4.0180 0.9237 1.1292
43 H 5.9556 -0.3148 2.0067
44 H 5.0587 -1.8295 2.0898
45 H 5.4768 -1.1173 0.5120
46 Br -4.3297 -2.6067 2.9779
47 P -1.5405 -1.8441 -1.9984
48 C 0.0560 -2.3808 -1.4312
49 C 0.2582 -3.9063 -1.5288
50 H 0.2155 -2.0459 -0.3885
51 H 0.7801 -1.8447 -2.0724
52 H 1.2824 -4.1957 -1.2635
53 H -0.4145 -4.4125 -0.8280
54 H 0.0494 -4.3033 -2.5318
55 C -2.9525 -2.3502 -0.9515
56 C -3.7665 -3.4841 -1.6088
57 H -3.5933 -1.4681 -0.7627
58 H -2.6049 -2.6708 0.0435
59 H -4.4293 -3.9385 -0.8558
60 H -4.3755 -3.0894 -2.4363
61 H -3.0960 -4.2676 -1.9969
62 C -2.0131 -0.3998 -2.9166
63 C -2.7897 -0.7176 -4.1982
64 H -1.1138 0.1979 -3.1608
65 H -2.6771 0.1852 -2.2548
66 H -3.1897 0.2271 -4.5812
67 H -2.1283 -1.1469 -4.9571
68 H -3.6209 -1.4106 -4.0206
69 N -0.5607 2.0451 5.4674
70 C 0.6614 2.3912 4.9436
71 O 1.6700 2.5281 5.6295
72 C 0.6376 2.6266 3.4715
73 C -0.5424 2.9444 2.7842
74 C -0.5181 2.9447 1.3953
75 N 0.4991 2.3066 0.7045
76 C 1.7408 2.4082 1.3085
77 C 1.8171 2.5675 2.6962
78 H -0.5946 1.8158 6.4464
79 H -1.3651 1.8427 4.8914
80 H -1.4791 3.2103 3.2821
81 H -1.3242 3.3900 0.8160
82 H 2.6234 2.3781 0.6543
83 H 2.7792 2.6088 3.2033

**E**: -153636.133 eV
**Spin multiplicity**: 2
**Energy relative to the best compared isomer or geometry (same formula, charge and spin)**: 416.3 kJ/mol
**Net charge**: +4
**HOMO energy (alpha / beta)**: -19.596 / -19.601 eV

(2)
The following is a DFT calculation (ωB97M-V with the def2-TZVPD basis set) of a structure of composition C31H44BrN3P2Ti in a non-equilibrium geometry.

Geometry (Å):
1 N -5.2894 -1.8355 3.7102
2 C -4.4869 -0.9440 4.2891
3 C -4.0327 0.1918 3.6197
4 C -4.4233 0.3785 2.2688
5 C -5.2911 -0.5710 1.6884
6 C -5.6926 -1.6718 2.4531
7 C -3.8499 1.4488 1.4721
8 Ti 0.3900 0.8739 -1.1171
9 P 2.8989 0.5156 -1.7210
10 C -3.8518 1.4408 0.1052
11 C -2.6489 1.8026 -0.6512
12 C -2.3791 1.1938 -1.8945
13 C -1.1970 1.4773 -2.6114
14 C -0.3099 2.4769 -2.1013
15 C -0.5071 2.9920 -0.7867
16 C -1.6616 2.6285 -0.0844
17 Br 1.2107 3.2439 -3.2656
18 H -3.3426 2.2376 2.0361
19 H -4.7084 1.0879 -0.4717
20 H -3.3934 0.9147 4.1289
21 H -5.6619 -0.4566 0.6748
22 H -4.2018 -1.1247 5.3260
23 H -6.3583 -2.4160 2.0185
24 H -3.1173 0.4948 -2.2959
25 H -1.8552 3.0415 0.9078
26 H -1.0604 1.1253 -3.6299
27 H 0.1410 3.7995 -0.4463
28 P -0.4336 -1.6113 -1.2548
29 C 3.4130 2.0909 -0.8952
30 C 4.3540 2.9963 -1.6885
31 H 3.8835 1.8055 0.0611
32 H 2.4973 2.6480 -0.6274
33 H 4.5747 3.8939 -1.0915
34 H 5.3108 2.5117 -1.9167
35 H 3.8819 3.3334 -2.6179
36 C 2.8306 0.4192 -3.5613
37 C 4.1101 0.6966 -4.3380
38 H 2.0363 1.1031 -3.9109
39 H 2.4729 -0.6038 -3.7778
40 H 3.8617 0.8154 -5.4014
41 H 4.6233 1.6119 -4.0163
42 H 4.8009 -0.1498 -4.2628
43 C 4.2507 -0.6433 -1.2971
44 C 5.6978 -0.1445 -1.4267
45 H 4.1144 -1.5469 -1.9110
46 H 4.0608 -0.9304 -0.2521
47 H 6.3924 -0.9507 -1.1457
48 H 5.9577 0.1486 -2.4543
49 H 5.9052 0.6997 -0.7565
50 C 0.4538 -3.0095 -0.4309
51 C 1.9500 -3.1294 -0.6684
52 H -0.0611 -3.9097 -0.7960
53 H 0.2561 -2.9474 0.6458
54 H 2.2811 -4.1100 -0.3041
55 H 2.2245 -3.0560 -1.7258
56 H 2.5191 -2.3752 -0.1167
57 C -0.4587 -2.2961 -2.9629
58 C -1.5661 -1.7522 -3.8530
59 H -0.5532 -3.3876 -2.8455
60 H 0.5385 -2.1020 -3.3885
61 H -1.6729 -2.3976 -4.7312
62 H -2.5387 -1.7198 -3.3525
63 H -1.3351 -0.7457 -4.2059
64 C -2.1662 -1.9648 -0.6879
65 C -2.3823 -2.5536 0.7022
66 H -2.5981 -2.6364 -1.4434
67 H -2.7083 -1.0116 -0.7671
68 H -3.4270 -2.8775 0.7936
69 H -1.7536 -3.4304 0.8924
70 H -2.2053 -1.8145 1.4936
71 N -0.1553 0.8336 6.3635
72 C -0.0036 0.8802 5.2013
73 C 0.2040 0.9576 3.7745
74 C 0.0268 -0.1662 2.9659
75 C 0.2428 -0.0486 1.6009
76 N 0.6088 1.1095 1.0169
77 C 0.8198 2.1931 1.7985
78 C 0.6481 2.1386 3.1715
79 H -0.2646 -1.1296 3.3791
80 H 0.1348 -0.9262 0.9484
81 H 1.0956 3.1250 1.2966
82 H 0.8463 3.0231 3.7724

**E**: -149021.641 eV
**Net charge**: +4
**HOMO energy (alpha / beta)**: -19.876 / -19.875 eV

(3)
The following is a DFT calculation (ωB97M-V with the def2-TZVPD basis set) of a structure of composition C31H44Cl2F9K2LiN3O10S3 in a non-equilibrium geometry.

Geometry (Å):
1 C 7.1032 0.3831 2.5550
2 C 6.2732 0.7884 1.3741
3 O 5.6698 1.8208 1.3418
4 O 6.2305 -0.1286 0.4151
5 C 7.2145 -0.0307 -0.6967
6 C 7.0630 -1.2695 -1.5225
7 C 5.9682 -1.1911 -2.5949
8 C 4.9003 -2.2744 -2.4150
9 C 4.2239 -2.0039 -1.0577
10 C 2.6997 -1.9227 -1.1756
11 C 1.9632 -2.1330 0.1612
12 C 0.9159 -3.2072 -0.0459
13 N -0.1021 -3.2627 1.0695
14 C 0.4861 -2.7712 2.3519
15 C -0.4149 -3.2437 3.4921
16 C -0.0523 -2.7651 4.8592
17 N -0.9598 -2.3608 5.6295
18 C 0.8149 -1.2423 2.2972
19 O 1.9475 -1.0998 3.1198
20 C -0.3932 -0.4456 2.8074
21 Cl -1.9165 -0.9348 2.1609
22 C -0.4687 0.5807 3.6644
23 C -1.6919 1.2581 4.1374
24 Cl 0.9893 1.2921 4.3196
25 C 1.3356 -0.8656 0.8034
26 C 0.2566 -0.3344 -0.1493
27 O -0.1691 0.9726 0.1467
28 C -0.4277 1.7758 -0.9891
29 C 0.6163 2.5689 -1.4479
30 C 0.4837 3.3805 -2.5781
31 C 1.6468 4.1890 -3.0621
32 C -0.7411 3.3913 -3.2407
33 C -1.7932 2.6230 -2.7517
34 C -1.6745 1.8059 -1.6216
35 C -2.9146 1.0647 -1.1750
36 C -3.3237 1.5145 0.2392
37 C -2.8457 -0.4638 -1.3536
38 S 2.7359 0.3188 0.8210
39 O 2.8365 0.8638 -0.4754
40 O 3.8678 -0.2621 1.4446
41 F 2.2721 1.5112 1.7479
42 H 8.1489 0.4816 2.2855
43 H 6.8697 1.0260 3.3944
44 H 6.8915 -0.6468 2.8168
45 H 7.1303 0.8668 -1.3008
46 H 8.2071 -0.0141 -0.2469
47 H 8.0021 -1.3987 -2.0437
48 H 6.9275 -2.1260 -0.8550
49 H 6.4453 -1.2345 -3.5624
50 H 5.4848 -0.2210 -2.5347
51 H 5.3654 -3.2560 -2.4109
52 H 4.1682 -2.1814 -3.2146
53 H 4.5666 -1.0200 -0.7796
54 H 4.5079 -2.7255 -0.2970
55 H 2.4464 -0.9883 -1.6590
56 H 2.4054 -2.7073 -1.8734
57 H 2.7113 -2.5018 0.8583
58 H 1.3613 -4.1761 -0.2267
59 H 0.3657 -2.9466 -0.9435
60 H -0.3201 -4.2488 1.2140
61 H -0.9911 -2.8098 0.8445
62 H 1.4107 -3.3275 2.4521
63 H -1.4647 -3.0416 3.3344
64 H -0.3218 -4.3336 3.5151
65 H 1.0009 -2.7666 5.1411
66 H -0.5485 -2.0529 6.5090
67 H 2.0563 -1.8296 3.7334
68 H -2.2162 1.6978 3.2943
69 H -2.3039 0.5441 4.7046
70 H -1.4322 2.0386 4.8373
71 H -0.5786 -1.0309 -0.1374
72 H 0.6384 -0.3666 -1.1642
73 H 1.5605 2.5800 -0.9405
74 H 2.3937 3.5066 -3.4619
75 H 2.1345 4.7235 -2.2558
76 H 1.3645 4.8443 -3.8744
77 H -0.8796 3.9972 -4.1201
78 H -2.7472 2.6602 -3.2517
79 H -3.7276 1.4037 -1.8031
80 H -3.9823 0.7366 0.6232
81 H -2.4873 1.6115 0.9175
82 H -3.9258 2.4119 0.1792
83 H -3.1340 -1.0153 -0.4623
84 H -1.8741 -0.7710 -1.7248
85 H -3.5411 -0.7577 -2.1330
86 C -7.9300 -1.0706 -2.0937
87 F -7.0629 -2.0272 -1.7923
88 F -8.5596 -1.4052 -3.2023
89 F -8.8629 -1.0487 -1.0965
90 S -7.0913 0.5604 -2.2620
91 O -6.1750 0.4046 -3.3414
92 O -6.4928 0.7876 -0.9557
93 N -8.4006 1.4158 -2.5594
94 S -8.1159 2.9934 -2.7488
95 O -7.3746 3.3461 -3.9110
96 O -7.7696 3.6695 -1.5184
97 C -9.8565 3.4908 -3.0737
98 F -10.6166 3.1570 -2.0123
99 F -10.3291 2.8737 -4.1431
100 F -9.9039 4.7959 -3.2501
101 Li 3.1526 1.8118 3.5569
102 F -2.7204 -0.2728 5.9671
103 K -3.7556 -2.0236 5.7505
104 F 7.7458 0.5844 -3.2939
105 K -8.5958 1.4321 -0.0031

**E**: -172658.437 eV
**Net charge**: +1
**HOMO energy**: -7.490 eV

Q: Look up the E of the first one.
A: -153636.133 eV

Q: Among the records above, which one has the highest E?
A: C31H44BrN3P2Ti

Q: Among the records above, which one has the lowest net charge?
A: C31H44Cl2F9K2LiN3O10S3